# 1
Here is a structure of composition C46H60N6P2S2Ti from OMol25. Energies are from ωB97M-V with the def2-TZVPD basis set.

The geometry in XYZ format:
```
117
Properties=species:S:1:pos:R:3:forces:R:3:lowdin_charge:R:1
Ti 1.460475 -0.408623 -0.347697 0.16 0.25 -0.08 0.875
C -1.796846 0.169957 4.403632 0.02 0.01 0.01 -0.128
C -0.789838 1.068641 3.683600 0.03 0.00 -0.02 -0.575
C 0.571254 0.400720 3.604388 -0.02 0.01 0.03 -0.120
P -1.451581 1.433949 1.983681 0.00 -0.01 0.00 1.072
C -2.810447 2.668563 2.457404 0.00 0.02 0.00 -0.530
C -3.138190 3.595898 1.289637 -0.02 0.00 0.01 -0.112
C -2.681341 3.502334 3.732756 -0.01 -0.01 -0.01 -0.122
C -0.204377 2.535437 1.198880 0.00 0.00 0.01 -0.325
C 0.154375 3.710213 1.865944 0.01 0.01 -0.01 -0.130
C 0.577258 4.852523 1.210179 0.01 0.00 0.00 -0.112
C 0.536498 4.839380 -0.180186 0.00 0.00 0.02 -0.094
C 0.279088 3.669160 -0.867456 -0.01 -0.01 -0.02 -0.056
C 0.071904 2.434252 -0.202369 0.00 0.03 0.02 -0.331
N 0.169932 1.209417 -0.855739 0.00 -0.02 0.04 -0.062
C 0.182802 1.239922 -2.290797 -0.02 0.03 -0.03 -0.333
C 1.273652 1.804114 -2.955296 0.03 -0.01 0.00 -0.093
C 1.366691 1.827472 -4.338556 0.00 -0.01 0.00 -0.096
C 0.361152 1.248335 -5.092478 0.00 0.00 0.01 -0.082
C -0.724578 0.671311 -4.447542 0.00 0.00 -0.01 -0.095
C -0.851945 0.663361 -3.060152 0.00 0.01 0.05 -0.309
P -2.206764 -0.209027 -2.182607 -0.03 0.00 0.01 1.105
C -3.423541 -0.807439 -3.476971 0.02 0.00 -0.01 -0.546
C -2.892617 -2.051550 -4.198741 -0.01 0.01 0.01 -0.136
C -4.108658 0.157924 -4.451521 -0.02 -0.01 0.01 -0.114
C -3.090296 1.233982 -1.410204 0.00 -0.01 0.01 -0.566
C -3.244003 2.503762 -2.245212 -0.01 0.00 0.00 -0.093
C -4.417193 0.757609 -0.819274 0.01 -0.01 0.00 -0.121
H -1.449142 -0.059278 5.414955 0.00 0.01 0.01 0.078
H -2.782445 0.630936 4.486395 -0.01 0.00 -0.01 0.064
H -1.917431 -0.768438 3.856584 -0.01 0.02 0.00 0.036
H -0.676495 2.001467 4.243014 0.00 -0.01 0.00 0.085
H 0.535725 -0.470936 2.947532 0.00 0.00 -0.02 0.030
H 1.311988 1.091524 3.205326 0.02 -0.01 -0.01 0.058
H 0.907987 0.075949 4.594386 0.00 -0.01 0.00 0.089
H -3.667737 1.998023 2.592718 0.00 0.00 0.00 0.093
H -2.308559 4.274381 1.079306 -0.01 0.00 0.00 0.074
H -3.352288 3.041237 0.381966 0.02 0.00 -0.02 0.023
H -4.016630 4.201707 1.528004 0.00 0.00 0.00 0.083
H -2.497798 2.905814 4.625679 -0.01 0.00 0.00 0.056
H -1.892113 4.249951 3.647794 0.02 0.00 0.00 0.066
H -3.616396 4.046250 3.893795 0.00 0.01 0.00 0.078
H 0.046089 3.735938 2.943690 -0.01 0.01 0.01 0.094
H 0.840132 5.747844 1.758396 0.00 0.00 0.00 0.097
H 0.727971 5.746212 -0.742087 0.00 0.00 0.00 0.103
H 0.289324 3.698002 -1.946818 0.00 0.00 0.01 0.101
H 2.073442 2.232246 -2.360133 0.00 0.00 0.00 0.110
H 2.226783 2.280958 -4.816425 0.00 0.00 0.00 0.105
H 0.415191 1.243053 -6.173841 -0.01 0.00 0.00 0.101
H -1.491167 0.211101 -5.052515 0.00 0.00 0.00 0.077
H -4.203766 -1.181477 -2.802966 -0.01 0.00 0.00 0.090
H -2.122552 -1.813772 -4.934046 0.00 0.00 -0.01 0.060
H -2.467302 -2.766373 -3.493107 0.00 0.00 -0.01 0.056
H -3.708971 -2.545238 -4.731797 0.00 0.00 0.00 0.075
H -3.416838 0.834981 -4.950794 0.00 0.00 0.00 0.061
H -4.632051 -0.410854 -5.225560 0.00 0.00 0.00 0.074
H -4.853053 0.770915 -3.945754 0.00 -0.01 0.00 0.055
H -2.427765 1.456114 -0.569269 0.01 -0.01 -0.01 0.027
H -3.904890 2.358588 -3.097997 0.02 0.02 0.02 0.053
H -3.670240 3.307868 -1.639205 -0.01 0.00 -0.01 0.069
H -2.282848 2.854119 -2.622403 0.02 0.00 0.00 0.068
H -5.148894 0.533239 -1.598589 -0.01 -0.01 -0.02 0.065
H -4.275871 -0.138170 -0.209981 0.00 0.00 0.00 0.068
H -4.853628 1.531757 -0.182972 0.00 0.01 0.00 0.070
C 3.903705 3.179798 1.399925 -0.01 0.00 0.00 -0.038
C 4.568600 2.616898 2.475891 0.01 0.00 0.01 -0.046
C 4.357096 1.283828 2.775893 0.00 0.01 0.00 -0.005
C 3.472080 0.533612 2.003794 -0.02 0.00 0.00 -0.270
N 2.811959 1.095802 0.975939 0.01 -0.05 0.02 0.057
C 3.036783 2.376389 0.683698 0.00 0.00 -0.01 -0.109
C 3.217247 -0.915180 2.212562 0.02 0.00 0.02 -0.237
C 3.849839 -1.604731 3.248905 0.00 0.00 0.00 -0.040
C 3.641966 -2.964157 3.413994 -0.01 0.00 -0.01 -0.088
C 2.797340 -3.631177 2.537022 0.00 -0.01 0.00 -0.103
C 2.162491 -2.928237 1.518568 -0.03 -0.02 -0.01 -0.146
C 2.341247 -1.556283 1.314896 -0.04 0.05 -0.01 -0.149
H 4.033007 4.215984 1.122980 0.00 0.00 0.00 0.110
H 5.250025 3.207345 3.075118 0.00 0.00 0.00 0.111
H 4.878787 0.830732 3.604862 0.00 0.00 0.00 0.102
H 2.486248 2.782650 -0.154022 -0.01 0.00 0.00 0.095
H 4.511811 -1.096850 3.938387 0.00 0.00 0.00 0.096
H 4.143507 -3.497102 4.212111 0.00 0.00 0.00 0.100
H 2.641085 -4.699861 2.641431 -0.01 0.00 0.00 0.103
H 1.492999 -3.467102 0.859228 -0.01 0.00 0.02 0.065
S -1.566633 -1.915985 1.235874 0.02 -0.13 -0.05 0.680
C -1.522467 -3.251991 2.201825 0.01 0.03 0.01 -0.826
N -0.497232 -3.393602 3.127392 0.00 0.02 -0.02 0.065
C -0.373718 -4.437528 3.965599 0.00 -0.03 0.02 -0.081
C -1.303588 -5.423629 3.941647 0.01 0.00 0.00 -0.057
C -2.343368 -5.261974 2.990784 -0.01 0.02 -0.01 -0.132
N -2.459265 -4.258197 2.171231 -0.03 0.00 0.03 0.071
H 0.215094 -2.674537 3.102308 0.01 -0.01 0.00 0.102
H 0.485161 -4.423955 4.622715 0.01 0.01 -0.01 0.129
H -1.250086 -6.277382 4.597205 0.00 0.00 0.00 0.097
H -3.115072 -6.023594 2.916102 0.00 0.00 0.00 0.111
C 0.638121 -2.587114 -3.577949 0.01 0.02 0.03 -0.043
C 0.934142 -2.906980 -2.109029 0.08 0.03 -0.14 -0.671
C -0.219309 -3.736402 -1.538203 0.02 0.01 0.00 -0.065
C 2.244141 -3.702086 -2.032614 -0.01 0.01 0.01 -0.036
N 1.053818 -1.677547 -1.357520 -0.18 -0.27 0.19 -0.084
H 0.465416 -3.506569 -4.143038 0.00 0.00 0.00 0.090
H 1.472697 -2.056211 -4.039041 0.01 0.00 -0.01 0.068
H -0.244930 -1.958358 -3.652656 0.00 0.00 -0.01 0.036
H -0.382263 -4.626160 -2.152340 0.00 0.00 0.00 0.086
H -1.131937 -3.140729 -1.506531 0.00 0.00 0.00 0.037
H -0.003257 -4.056320 -0.517987 -0.02 0.00 0.00 0.053
H 2.152529 -4.633863 -2.596697 0.01 0.00 0.00 0.086
H 2.498031 -3.944504 -1.001026 0.00 0.00 0.00 0.063
H 3.068165 -3.125614 -2.459173 0.00 0.00 0.00 0.066
S 5.867807 -0.817718 -2.010452 -0.01 0.00 -0.01 1.059
C 4.763889 -0.687435 -3.312050 0.02 0.00 0.00 -0.369
C 3.523661 -0.432548 -2.838014 0.00 0.00 0.00 -0.235
N 3.438785 -0.319623 -1.467992 0.00 0.00 0.01 -0.066
C 4.606694 -0.506088 -0.916747 0.04 0.01 0.00 -0.445
H 5.069366 -0.814997 -4.336291 0.00 0.00 0.00 0.075
H 2.629875 -0.317725 -3.426721 -0.02 -0.01 0.00 0.091
H 4.777276 -0.492674 0.147572 -0.02 0.00 0.00 0.076
```
Positions in Å, forces in eV/Å.

## Properties
Net charge ... 0
Frontier orbital gap ... 7.0 eV
Highest occupied orbital energy ... -6.916 eV
Energy relative to the best compared isomer or geometry (same formula, charge and spin) ... 0.8333 eV
Calculated total energy ... -120981.076 eV
LUMO energy ... 0.0445 eV
Multiplicity ... 1

=====

# 2
Here is a structure of composition C46H62Cl3N5O10PtS4Si in a non-equilibrium geometry from OMol25. Energies are from ωB97M-V with the def2-TZVPD basis set.

The geometry in XYZ format:
```
132
Properties=species:S:1:pos:R:3:forces:R:3:lowdin_charge:R:1
Pt 0.368562 -0.249272 0.383484 -2.60 1.21 0.33 1.112
S 0.616946 -3.199264 3.583721 0.02 0.02 -0.03 0.671
C 0.597484 -2.569849 2.133755 0.13 -0.01 0.11 -1.011
N 0.583299 -2.165953 1.010963 0.51 0.83 -0.58 -0.146
C -5.303694 3.332769 3.984306 0.03 -0.10 -0.10 -0.097
C -4.517168 2.376338 3.093973 -0.03 -0.05 0.10 -0.225
C -4.749232 0.928180 3.532593 -0.11 0.23 -0.18 -0.146
N -3.804071 -0.027687 2.954126 -0.06 0.20 -0.20 0.056
C -3.482031 -0.213251 1.689154 0.26 -0.18 0.21 -0.741
S -2.140150 -1.221469 1.348551 0.70 -0.04 0.00 0.719
N -4.209918 0.310642 0.660528 0.16 0.23 -0.43 0.139
C -5.592099 0.360034 0.441878 -0.11 0.05 0.11 -0.401
O -6.044784 1.067276 -0.424344 0.03 -0.02 0.10 0.121
C -6.435050 -0.560364 1.264387 -0.03 -0.08 0.01 -0.168
C -6.020141 -1.861925 1.532343 0.01 0.08 0.01 -0.027
C -6.813147 -2.692456 2.308092 -0.01 -0.04 0.01 -0.062
C -8.014550 -2.226238 2.821867 0.01 -0.04 -0.01 -0.074
C -8.445580 -0.940370 2.526367 -0.04 0.05 -0.01 -0.070
C -7.666555 -0.113129 1.735366 0.05 0.05 -0.06 -0.032
H -5.139281 4.363881 3.674782 -0.03 0.02 0.02 0.075
H -4.990777 3.236835 5.025703 -0.03 0.03 0.02 0.073
H -6.375196 3.130635 3.929358 -0.02 0.02 0.04 0.074
H -3.450719 2.588120 3.156213 0.06 0.01 -0.05 0.090
H -4.820477 2.509299 2.054145 0.06 0.01 -0.01 0.106
H -5.766200 0.620978 3.293890 -0.02 -0.03 0.15 0.102
H -4.626812 0.856971 4.613568 0.02 -0.07 -0.02 0.131
H -3.104487 -0.397641 3.580166 0.01 -0.14 -0.03 0.122
H -3.632531 0.536834 -0.162213 -0.17 -0.10 0.12 0.118
H -5.085515 -2.231398 1.128062 0.05 0.02 0.03 0.107
H -6.489376 -3.703895 2.514499 0.00 0.00 0.00 0.108
H -8.620083 -2.869648 3.446317 -0.02 -0.01 -0.01 0.105
H -9.390096 -0.582052 2.913290 -0.01 0.00 0.00 0.107
H -7.990447 0.890746 1.492053 0.00 0.01 -0.02 0.125
C 3.388439 1.820018 -3.884929 0.10 -0.17 0.17 -0.039
C 3.398032 0.314757 -4.135860 -0.11 0.06 -0.26 -0.631
C 1.979055 -0.193421 -4.378905 0.18 0.04 0.12 -0.032
C 4.300324 -0.015214 -5.320824 -0.03 0.02 0.20 -0.024
O 3.935920 -0.397567 -3.014640 0.08 -0.17 -0.29 -0.124
Si 4.084971 -0.126308 -1.433609 -0.40 -0.09 0.56 -0.010
S 2.174863 0.770674 -0.789194 -0.34 -0.18 0.41 0.573
O 5.188863 1.030903 -1.203560 -0.03 0.29 -0.01 -0.123
C 5.734606 1.729079 -0.065350 0.10 0.20 0.11 -0.623
C 7.038169 2.351696 -0.555484 -0.16 -0.15 -0.05 -0.029
C 4.759713 2.821235 0.369545 0.05 -0.17 -0.12 -0.043
C 5.999585 0.765675 1.086198 -0.07 -0.05 -0.26 -0.023
O 4.566201 -1.447699 -0.676582 0.07 -0.03 0.15 -0.104
C 4.226977 -2.828948 -0.520797 0.04 -0.36 0.07 -0.614
C 3.119394 -3.218463 -1.492127 0.14 0.27 0.14 -0.033
C 5.507082 -3.612648 -0.797079 -0.13 0.17 -0.07 -0.021
C 3.778092 -3.029233 0.920413 0.05 0.11 -0.10 -0.025
H 3.103365 2.348978 -4.794027 -0.03 0.03 -0.01 0.092
H 4.380174 2.149402 -3.573969 0.01 0.05 -0.03 0.088
H 2.675061 2.067207 -3.095596 -0.02 0.08 -0.02 0.033
H 1.494065 0.396107 -5.158621 -0.02 -0.02 -0.05 0.095
H 1.403495 -0.111738 -3.456236 0.01 0.02 -0.04 0.035
H 2.000627 -1.239230 -4.690561 -0.01 -0.01 -0.03 0.085
H 3.931618 0.472999 -6.223026 0.01 0.00 -0.04 0.088
H 4.323208 -1.092736 -5.483172 0.01 -0.02 -0.01 0.086
H 5.314601 0.327426 -5.115789 0.03 0.01 -0.05 0.091
H 6.839683 3.021912 -1.392209 0.02 0.02 -0.01 0.086
H 7.718519 1.567662 -0.888320 0.04 0.02 -0.01 0.088
H 7.510965 2.917520 0.247060 0.02 0.01 0.01 0.087
H 4.490004 3.448725 -0.481506 0.02 0.04 0.01 0.095
H 5.210706 3.442463 1.144714 0.01 0.01 0.00 0.093
H 3.851760 2.365400 0.755760 -0.08 0.03 0.07 0.024
H 6.644030 -0.046412 0.748801 0.05 -0.01 0.05 0.092
H 5.064836 0.335628 1.441866 -0.02 -0.04 0.07 0.060
H 6.487825 1.296731 1.904270 0.01 0.01 0.02 0.092
H 3.411629 -2.954871 -2.509629 -0.02 -0.04 -0.06 0.086
H 2.203504 -2.680820 -1.234525 -0.03 -0.07 -0.03 0.063
H 2.927457 -4.289755 -1.435724 -0.06 -0.01 0.01 0.096
H 5.838253 -3.439177 -1.821633 0.02 -0.05 -0.03 0.088
H 5.343009 -4.679665 -0.645435 0.00 -0.03 -0.01 0.088
H 6.288768 -3.275056 -0.116900 0.04 -0.02 0.00 0.086
H 3.022203 -2.290562 1.164386 0.01 -0.06 0.03 0.030
H 4.615775 -2.890567 1.604515 0.04 -0.02 0.01 0.095
H 3.361397 -4.027721 1.056897 0.03 -0.04 0.03 0.095
Cl -1.181560 4.495621 -0.602711 -0.06 0.12 0.05 0.643
C -1.546666 3.159977 -1.694639 0.02 -0.05 0.12 -1.488
Cl -3.175297 3.336749 -2.341775 0.08 0.00 0.05 0.640
Cl -0.363785 3.148716 -3.023376 0.06 -0.03 -0.07 0.634
C -1.375325 1.778384 -0.973201 -1.05 -0.19 -0.56 -0.788
O -2.134116 0.876718 -1.320524 0.21 0.24 0.28 -0.081
O -0.444287 1.765649 -0.130188 1.36 -1.37 0.44 -0.215
O -0.109416 -1.055675 -1.721668 1.08 0.97 1.50 -0.634
S -1.415834 -1.811073 -1.817714 -0.81 -1.11 -0.97 1.015
C -2.193935 -1.235897 -3.341107 0.04 0.25 0.14 -0.352
C -3.405158 -1.797572 -3.711059 0.00 -0.10 0.11 -0.074
C -4.031625 -1.354302 -4.864340 0.01 0.05 -0.02 -0.069
C -3.455892 -0.342567 -5.621628 0.02 -0.02 -0.03 -0.073
C -2.251906 0.222549 -5.228677 -0.02 -0.05 -0.01 -0.057
C -1.614713 -0.224731 -4.081292 0.20 0.03 0.08 -0.076
C -0.893301 -3.396713 -2.520256 0.14 0.07 0.24 -0.340
C 0.329331 -3.465852 -3.165864 0.02 0.16 -0.07 -0.075
C 0.761039 -4.678510 -3.676516 -0.06 -0.05 0.01 -0.064
C -0.032024 -5.810198 -3.541267 0.02 0.03 0.00 -0.071
C -1.257741 -5.729847 -2.895595 0.03 -0.07 -0.04 -0.072
C -1.689075 -4.520747 -2.372181 -0.13 0.14 0.13 -0.080
H -3.855875 -2.578172 -3.109870 -0.03 0.00 0.00 0.109
H -4.972548 -1.791548 -5.170138 -0.01 -0.01 0.03 0.107
H -3.947803 0.005131 -6.520362 -0.02 0.01 0.01 0.105
H -1.807723 1.019000 -5.810678 0.01 0.01 0.00 0.110
H -0.681326 0.214173 -3.755515 -0.07 0.01 0.01 0.072
H 0.936560 -2.574617 -3.249926 0.00 -0.03 0.01 0.083
H 1.722127 -4.743786 -4.169338 0.01 0.02 -0.01 0.112
H 0.314079 -6.758695 -3.929910 -0.02 -0.01 -0.01 0.106
H -1.867312 -6.616732 -2.785843 -0.03 0.02 0.02 0.107
H -2.632203 -4.452221 -1.843561 0.00 -0.05 0.03 0.110
C 1.365983 3.842275 1.853650 -0.06 0.01 0.20 -0.078
C 0.464162 3.871517 3.086416 0.12 -0.05 -0.19 -0.141
C 0.404471 2.537869 3.879814 -0.16 0.15 0.18 -0.292
C -0.538832 2.700547 5.082463 0.04 -0.25 0.06 -0.171
C -0.720692 1.401165 5.865509 0.04 0.17 -0.07 -0.062
C 1.800591 2.248651 4.394579 0.08 -0.12 -0.05 -0.416
O 2.313682 2.863363 5.300363 -0.06 0.04 0.00 0.114
N 2.484780 1.249800 3.743870 -0.19 0.06 0.04 0.232
C 2.041387 0.539752 2.636445 0.75 -0.24 0.13 -0.550
O 2.819331 -0.164122 2.024798 -0.11 0.13 0.40 -0.005
N 0.717846 0.642419 2.311350 0.37 -1.13 -2.39 0.083
C -0.160045 1.479933 2.932679 -0.40 0.13 0.08 -0.438
O -1.354299 1.437139 2.724800 0.08 0.30 -0.08 0.041
H 1.342677 4.814817 1.363040 0.06 0.00 -0.03 0.077
H 1.029306 3.101584 1.130693 0.04 0.01 -0.07 0.038
H 2.400776 3.626233 2.125134 0.03 0.04 -0.02 0.070
H -0.556564 4.114051 2.782433 -0.03 -0.01 0.08 0.119
H 0.811320 4.639055 3.781087 -0.08 -0.02 0.05 0.127
H -1.504075 3.052364 4.717705 0.04 0.05 -0.05 0.109
H -0.109319 3.462901 5.732609 -0.03 0.05 -0.05 0.122
H -1.106480 0.609258 5.221601 -0.02 -0.05 0.03 0.068
H -1.422868 1.547050 6.686015 0.02 -0.04 0.04 0.076
H 0.229847 1.069025 6.285730 -0.02 -0.05 0.05 0.082
H 3.437380 1.072078 4.028387 0.03 0.01 -0.05 0.172
```
Positions in Å, forces in eV/Å.

## Properties
Net charge ... 0
Frontier orbital gap ... 6.2 eV
Highest occupied orbital energy ... -8.544 eV
Energy relative to the best compared isomer or geometry (same formula, charge and spin) ... 0.9003 eV
Calculated total energy ... -168673.455 eV
LUMO energy ... -2.3796 eV
Multiplicity ... 1